C33H39F5N3O4SW | ωB97M-V with the def2-TZVPD basis set

Its charge is +3. The frontier orbital gap is 5.6 eV. As for the molar mass: 852.6 g/mol.

```
86
C33H39F5N3O4SW ωB97M-V with the def2-TZVPD basis set
W 0.09473 0.22444 -0.17210
C 1.62615 -0.39787 2.21341
N 0.39408 0.37155 2.40926
C 0.60296 1.71624 3.03809
C 1.72236 2.58904 2.49120
C 1.82241 2.60304 0.96668
N 0.50695 2.28578 0.35393
C -0.28154 3.31378 0.19947
C -1.63034 3.31236 -0.23728
C -2.33109 4.51642 -0.42149
C -3.65398 4.48520 -0.80427
C -4.29430 3.26048 -0.99284
C -3.62925 2.05408 -0.80393
C -2.30355 2.09957 -0.43308
O -1.59578 0.95993 -0.21443
C -0.57893 -0.36261 3.30195
C -1.69606 -1.09468 2.59059
C -1.21573 -2.14624 1.60304
N -1.10401 -1.56050 0.24508
C -1.92980 -2.06451 -0.62505
C -2.12500 -1.68593 -1.98202
C -3.15427 -2.27066 -2.74118
C -3.30024 -1.94180 -4.06967
C -2.40790 -1.05356 -4.67344
C -1.36618 -0.48108 -3.95867
C -1.25240 -0.79467 -2.61864
O -0.20912 -0.32612 -1.89432
H 1.82068 -1.14156 2.98587
H 2.49463 0.23806 2.06459
H 1.92723 -1.67416 0.44528
H 0.77095 1.57023 4.10745
H -0.35646 2.22597 2.94199
H 2.68886 2.30955 2.91324
H 1.52653 3.59589 2.86340
H 2.55026 1.87799 0.61961
H 2.15728 3.57385 0.60252
H 0.13849 4.28914 0.44494
H -1.82646 5.46153 -0.26135
H -4.20005 5.40604 -0.95287
H -5.33434 3.24691 -1.29153
H -4.12974 1.10606 -0.94832
H -1.00662 0.36598 3.98662
H -0.00953 -1.06860 3.91090
H -2.36366 -0.39221 2.08536
H -2.29595 -1.58156 3.36139
H -1.91686 -2.97715 1.55488
H -0.25603 -2.56466 1.89745
H -2.56314 -2.88140 -0.28400
H -3.82810 -2.97907 -2.27462
H -4.09538 -2.38325 -4.65415
H -2.52006 -0.81813 -5.72368
H -0.65521 0.18348 -4.43007
C 0.01017 -4.74514 -3.17029
C 1.10190 -5.28972 -2.25979
C 1.28244 -4.46471 -0.99378
S 1.97298 -2.80780 -1.32916
O 1.29378 -1.09163 0.99364
C 3.77603 -3.11583 -1.23060
C 4.40358 -2.74144 0.10947
C 3.90009 -3.54780 1.30187
H -0.08229 -5.34765 -4.07205
H 0.22366 -3.71693 -3.47600
H -0.95905 -4.76380 -2.66284
H 2.05192 -5.35092 -2.79568
H 0.85785 -6.31032 -1.95664
H 1.92403 -4.95877 -0.26712
H 0.31525 -4.29848 -0.50817
H 4.22330 -2.54836 -2.04454
H 3.93381 -4.17162 -1.45629
H 4.25193 -1.66802 0.27658
H 5.48518 -2.86344 0.02454
H 2.82439 -3.41998 1.47016
H 4.42185 -3.26292 2.21488
H 4.06812 -4.61533 1.15268
F 4.18623 3.13591 -4.99915
C 3.60442 2.51238 -4.00661
C 2.25186 2.71274 -3.76180
F 1.54503 3.52600 -4.52380
C 1.63738 2.05939 -2.70896
F 0.32796 2.27223 -2.48587
C 2.35243 1.18586 -1.89567
O 1.80508 0.47711 -0.87295
C 3.71402 1.00288 -2.14923
F 4.39689 0.18299 -1.35804
C 4.34156 1.65242 -3.19325
F 5.62144 1.46132 -3.41943
```

Atom charges from the Löwdin analysis, given in e for atoms 1 to 8: 2.068 -0.139 -0.152 -0.148 -0.127 -0.159 -0.089 -0.006

C2H7N4 | ωB97M-V with the def2-TZVPD basis set

Its charge is +1. The frontier orbital gap (spin up / spin down) is 8.2 / 8.2 eV. As for the molar mass: 87.1 g/mol.

```
13
C2H7N4 ωB97M-V with the def2-TZVPD basis set
C 1.17322 0.12234 1.15834
C 0.33223 0.59360 -1.10479
N 0.95295 0.59445 0.10098
N -1.65458 -0.77106 0.16072
N 1.69297 -0.04403 2.32927
N -1.09929 -0.60616 -0.94716
H -0.04127 1.67733 -1.23695
H 0.97259 0.41460 -2.03371
H -2.26600 -0.01655 0.33388
H 1.80711 0.76184 2.92940
H 1.81191 -0.92014 2.72961
H -1.43965 0.03037 -1.72572
H -0.51347 -1.49549 -1.22187
```

Atom charges from the Löwdin analysis, given in e for atoms 1 to 8: -0.065 -0.116 0.108 0.028 0.216 -0.143 0.141 0.134